Entry 1:
DFT (wB97M-V/def2-TZVPD) results for a structure of composition C23H16IN5O2Re.

2S+1: 4
E, Eh: -1685.7890
Total charge: +2
Largest force on an atom, hartree/bohr: 0.017

```
48
Properties=species:S:1:pos:R:3:forces:R:3
Re -0.3784 -0.3366 0.5617 -0.2 -0.8 0.3
O -4.3259 -0.9882 0.7640 -0.1 -0.1 0.0
C -3.2083 -0.9235 0.3565 0.1 0.2 0.2
N -2.0327 -1.2814 1.0827 -0.1 0.3 -0.4
C -1.9486 -2.5899 1.6365 -0.4 0.1 0.0
C -3.0189 -3.3450 2.1047 0.0 0.2 0.0
C -2.7510 -4.6134 2.5800 0.1 -0.2 0.0
C -1.4502 -5.1171 2.5849 -0.2 -0.1 0.1
C -0.3896 -4.3702 2.1097 0.1 0.1 -0.1
C -0.6593 -3.0949 1.6233 0.4 0.0 0.0
N 0.2713 -2.1491 1.1135 0.2 0.4 0.0
C 1.6517 -2.3225 1.2786 -0.1 0.0 0.1
O 2.2415 -3.3587 1.3703 0.0 -0.1 0.0
C 2.3556 -0.9989 1.4337 -0.2 0.1 0.0
C 3.6960 -0.9162 1.7039 0.1 0.0 0.1
C 4.2411 0.3382 1.9587 0.0 0.0 0.0
C 3.4195 1.4569 1.9350 0.0 0.0 0.0
C 2.0823 1.3030 1.6349 0.0 -0.2 0.0
N 1.5535 0.0894 1.3843 0.2 0.1 -0.2
C -2.8438 -0.4736 -1.0283 0.0 -0.2 0.2
C -3.7508 -0.3219 -2.0462 -0.1 0.0 -0.1
C -3.2655 -0.0698 -3.3251 -0.1 0.0 0.0
C -1.8968 0.0277 -3.5267 0.0 0.0 0.0
C -1.0450 -0.0967 -2.4457 0.0 0.0 0.1
N -1.5191 -0.3476 -1.2163 0.3 0.2 0.0
H -4.0198 -2.9414 2.1205 0.0 0.0 0.0
H -3.5615 -5.2192 2.9613 0.0 0.0 0.0
H -1.2636 -6.1130 2.9625 0.0 0.0 0.0
H 0.6103 -4.7721 2.0984 0.0 0.0 0.0
H 4.2786 -1.8271 1.7358 0.0 0.0 0.0
H 5.2942 0.4381 2.1874 0.0 0.0 0.0
H 3.8050 2.4438 2.1479 0.0 0.0 0.0
H 1.4092 2.1465 1.6002 0.0 0.0 0.0
H -4.8048 -0.4349 -1.8298 0.0 0.0 0.0
H -3.9491 0.0337 -4.1572 0.0 0.0 0.0
H -1.4825 0.2007 -4.5099 0.0 0.0 0.0
H 0.0287 -0.0085 -2.5527 0.0 0.0 0.0
I -2.8600 4.2079 3.4985 -0.1 0.1 0.2
C -1.8084 3.5864 1.8415 0.0 0.0 -0.1
C -1.3704 4.4820 0.8716 0.0 0.0 -0.1
C -0.6731 4.0057 -0.2298 0.0 0.0 0.0
C -0.4314 2.6539 -0.3403 0.0 -0.1 0.1
N -0.8423 1.7820 0.6004 -0.2 0.0 0.1
C -1.5246 2.2444 1.6720 0.1 -0.2 -0.2
H -1.5747 5.5402 0.9735 0.0 0.0 0.0
H -0.3213 4.6775 -1.0003 0.0 0.0 0.0
H 0.1033 2.2450 -1.1876 0.0 0.0 0.0
H -1.8485 1.5076 2.3977 0.0 0.0 0.0
```
Forces are in eV/Å.

Taken from the Löwdin analysis, the atomic charges in e are:
1. Re 1.7090
2. O 0.1848
3. C -0.3981
4. N -0.0615
5. C -0.2045
6. C 0.0095
7. C -0.0385
8. C -0.0359
9. C 0.0146
10. C -0.1952
11. N -0.0662
12. C -0.4116
13. O 0.1690
14. C -0.1702
15. C 0.0554
16. C 0.0295
17. C 0.0015
18. C -0.0786
19. N -0.0667
20. C -0.1672
21. C 0.0602
22. C 0.0235
23. C 0.0031
24. C -0.0844
25. N -0.0693
26. H 0.1170
27. H 0.1219
28. H 0.1223
29. H 0.1139
30. H 0.1452
31. H 0.1374
32. H 0.1306
33. H 0.1068
34. H 0.1463
35. H 0.1367
36. H 0.1320
37. H 0.1257
38. I 1.0451
39. C -0.7244
40. C -0.0727
41. C -0.0092
42. C -0.1253
43. N -0.1436
44. C -0.1883
45. H 0.1217
46. H 0.1313
47. H 0.1126
48. H 0.1049



Entry 2:
DFT (wB97M-V/def2-TZVPD) results for a cluster of 17 separate species, C23H17BCl65N2O4P2 in total in a non-equilibrium geometry.

E, Eh: -31916.6438
Total charge: +1
Largest force on an atom, hartree/bohr: 0.067

```
114
Properties=species:S:1:pos:R:3:forces:R:3
C 6.0448 -0.5304 -1.5988 0.7 -0.9 0.2
O 5.0971 -1.2494 -2.3571 -0.2 -0.2 -0.3
C 4.1047 -0.3963 -2.8422 0.1 0.3 0.4
C 2.8178 -0.5148 -2.0134 1.1 1.6 1.7
C 2.6243 -1.7139 -1.1448 0.3 2.2 -2.7
N 1.4426 -2.1391 -1.3230 0.6 -1.0 2.8
P 0.9527 -3.5660 -0.3492 -2.6 -2.0 0.4
O 0.5168 -2.8256 1.0522 1.0 -0.5 -1.7
Cl 2.6533 -4.6938 0.0494 0.0 1.2 -0.2
C 0.6750 -1.4087 -2.3179 -1.0 -0.6 -2.4
C -0.8397 -1.4013 -2.2010 0.8 -0.2 1.8
B -1.3751 -1.0537 -0.7522 -0.4 -0.5 0.3
O -0.6776 -0.2572 0.1410 1.0 -0.7 -0.9
O -2.5840 -1.5746 -0.3725 1.0 -0.2 0.0
C 1.4862 -0.1505 -2.6450 -0.5 -1.1 -0.3
P 0.8124 1.5318 -2.3058 1.5 1.9 1.8
N 1.7081 2.3256 -1.2771 0.0 -1.2 -0.2
H 6.4842 0.2881 -2.1462 0.0 0.5 -0.3
H 5.6484 -0.2086 -0.6510 -0.3 0.4 0.3
H 6.8408 -1.2239 -1.3904 0.4 -0.3 0.2
H 3.9586 -0.5078 -3.9056 -0.3 -0.5 -0.4
H 4.4671 0.6095 -2.6950 -0.1 0.6 -0.3
H 2.9714 0.2672 -1.2469 0.1 0.2 0.3
H 3.3537 -2.0987 -0.4660 0.2 -0.5 0.1
H 0.9872 -1.9947 1.0551 0.1 1.0 0.9
H 0.8217 -2.0252 -3.1891 0.2 -0.4 -0.5
H -1.2394 -0.7088 -2.9267 -0.2 0.2 -0.3
H -1.1970 -2.3942 -2.4263 -0.3 -0.3 -0.3
H -1.1387 0.5666 0.1597 -0.4 1.2 0.9
H -3.2261 -0.9411 -0.6458 -1.7 0.4 -0.1
H 1.6388 -0.1512 -3.7174 -0.2 0.0 -0.4
H -0.4860 1.4952 -1.7476 -0.1 -0.6 -0.9
H 0.8138 2.2738 -3.5097 -0.7 -0.8 -0.3
H 2.0812 3.1499 -1.7048 0.4 0.5 0.1
C -6.7234 -2.1122 -0.3565 -0.4 -0.4 0.1
Cl -8.1897 -1.4724 0.3761 0.0 0.0 0.0
Cl -5.6462 -0.7369 -0.7001 -0.1 0.1 -0.2
Cl -5.9412 -3.2301 0.7612 0.1 0.1 -0.1
Cl -7.1452 -2.9641 -1.8480 -0.1 0.0 0.5
C 5.3136 -0.0279 2.3354 0.4 0.2 0.4
Cl 4.9554 0.2005 4.0397 -0.4 0.1 -0.5
Cl 5.6218 1.5354 1.5811 -0.1 0.0 0.0
Cl 6.7373 -1.0654 2.1417 -0.3 0.0 -0.3
Cl 3.9149 -0.7984 1.5529 -0.1 -0.1 0.1
C 0.2225 6.1168 0.0521 0.1 0.2 0.0
Cl 0.8054 5.3722 1.5421 0.0 0.2 -0.2
Cl 0.0214 4.8563 -1.1711 -0.2 0.3 0.0
Cl -1.3286 6.8842 0.3801 0.1 0.0 -0.1
Cl 1.4155 7.3058 -0.5406 -0.1 -0.6 0.3
C -0.2595 -6.2657 -6.4687 0.0 -0.1 0.1
Cl -1.9268 -6.7242 -6.1396 -0.1 0.0 0.0
Cl 0.7453 -6.6349 -5.0532 0.0 0.1 -0.1
Cl 0.3425 -7.1890 -7.8513 -0.4 -0.4 0.6
Cl -0.1893 -4.5311 -6.8157 0.0 0.0 0.1
C -11.0244 -0.7720 2.9781 -0.1 0.0 0.1
Cl -9.7971 0.4967 2.8795 0.0 0.0 0.0
Cl -10.2593 -2.2946 3.4444 0.0 0.0 0.0
Cl -12.2355 -0.3279 4.1813 0.0 0.0 0.0
Cl -11.7988 -0.9613 1.4014 0.0 0.0 0.0
C -5.6273 -2.6199 -5.5679 0.0 0.0 -0.2
Cl -5.9242 -1.4442 -6.8495 0.0 -0.2 0.1
Cl -5.3662 -1.7470 -4.0468 0.5 0.0 -0.5
Cl -7.0330 -3.6740 -5.3916 0.0 0.0 0.0
Cl -4.2248 -3.6210 -6.0071 0.0 0.2 0.2
C -0.5210 -5.8109 3.4484 -0.1 0.0 0.2
Cl -0.1161 -4.2808 4.2309 0.0 0.0 0.0
Cl 0.2414 -7.1398 4.3196 0.0 0.0 -0.1
Cl -2.2714 -6.0294 3.4482 0.0 0.0 0.0
Cl 0.0705 -5.7939 1.7758 -0.1 -0.3 0.1
C 1.1179 1.7306 4.4684 0.0 0.1 0.1
Cl 1.5300 3.2196 3.6097 0.1 -0.3 0.1
Cl -0.4492 1.9389 5.2688 0.1 0.4 -0.5
Cl 1.0091 0.3912 3.3174 -0.1 0.0 0.0
Cl 2.3710 1.3787 5.6538 -0.1 0.1 0.1
C 8.0757 -0.2204 6.6140 0.2 0.0 0.2
Cl 7.6980 -0.7836 4.9780 0.6 -0.1 0.5
Cl 8.2176 1.5395 6.5869 0.0 0.0 0.0
Cl 6.7684 -0.6876 7.7094 0.0 0.0 0.0
Cl 9.5988 -0.9220 7.1824 0.0 0.8 0.1
C -1.3361 10.8926 -1.7499 0.0 0.0 0.0
Cl -0.3251 9.4571 -1.5468 -0.2 0.5 -0.2
Cl -0.3864 12.3379 -1.4000 0.0 0.0 0.0
Cl -1.9275 10.9664 -3.4188 0.2 0.0 0.0
Cl -2.7054 10.8034 -0.6353 0.2 -0.1 0.1
C 9.5433 -4.9305 6.8713 -0.1 0.0 0.0
Cl 8.4792 -6.0160 7.7717 0.0 0.0 0.0
Cl 10.2908 -5.8121 5.5354 0.0 0.0 0.0
Cl 8.6057 -3.5774 6.2317 -0.2 -0.8 -0.3
Cl 10.8031 -4.3152 7.9478 0.0 0.0 0.0
C 2.0492 -4.4312 -11.0102 0.1 0.0 0.0
Cl 3.7580 -4.0489 -10.7646 0.0 0.0 0.0
Cl 1.1169 -2.9315 -11.1004 0.0 0.0 0.0
Cl 1.8574 -5.3361 -12.5111 0.0 0.0 0.0
Cl 1.4598 -5.4083 -9.6526 0.4 0.5 -0.8
C -6.5878 0.2805 -10.5484 0.0 0.0 -0.1
Cl -8.1362 -0.5652 -10.5624 0.0 0.0 0.0
Cl -6.2584 0.8745 -8.9146 0.0 0.2 -0.1
Cl -5.3039 -0.8307 -11.0367 0.0 0.0 0.0
Cl -6.6473 1.6429 -11.6670 0.0 0.0 0.0
C -6.6617 11.7073 -2.4841 0.0 0.0 -0.1
Cl -7.2523 10.6537 -1.1928 0.0 0.0 0.0
Cl -5.0083 11.2488 -2.9051 -0.4 0.1 -0.1
Cl -7.7025 11.5408 -3.9020 0.0 0.0 0.0
Cl -6.6831 13.3836 -1.9312 0.0 0.0 0.0
C 0.0315 -1.1640 8.6231 -0.1 0.0 0.1
Cl -0.2211 0.1263 7.4383 0.0 -0.5 0.5
Cl 0.0903 -0.4736 10.2468 0.0 0.0 -0.1
Cl -1.2965 -2.3259 8.5216 0.0 0.0 0.0
Cl 1.5598 -1.9846 8.2752 0.0 0.0 0.0
C 0.7518 2.2759 13.4874 0.0 0.1 0.0
Cl 1.0405 2.6525 15.1868 0.0 0.0 0.0
Cl 1.7671 3.3058 12.4734 0.0 0.0 0.0
Cl 1.1477 0.5802 13.1841 0.0 0.0 0.1
Cl -0.9478 2.5589 13.0996 0.0 0.0 0.0
```
Forces are in eV/Å.

Atom charges from the Löwdin analysis, given in e for atoms 1 to 99:
1. C -0.0903
2. O -0.1545
3. C -0.1659
4. C -0.2309
5. C -0.0573
6. N -0.1438
7. P 0.6393
8. O -0.3184
9. Cl 0.2851
10. C -0.2951
11. C -0.0196
12. B -0.7017
13. O 0.1268
14. O 0.1494
15. C -0.2920
16. P 0.7857
17. N -0.3104
18. H 0.1000
19. H 0.0179
20. H 0.0955
21. H 0.1346
22. H 0.1218
23. H 0.1250
24. H 0.0532
25. H 0.0177
26. H 0.1559
27. H 0.1272
28. H 0.1180
29. H 0.0955
30. H 0.0089
31. H 0.1200
32. H 0.0123
33. H 0.0316
34. H -0.0600
35. C -2.0084
36. Cl 0.5247
37. Cl 0.5516
38. Cl 0.5560
39. Cl 0.5052
40. C -1.9837
41. Cl 0.5151
42. Cl 0.5790
43. Cl 0.5381
44. Cl 0.5639
45. C -2.0074
46. Cl 0.4995
47. Cl 0.5288
48. Cl 0.5346
49. Cl 0.4966
50. C -2.0298
51. Cl 0.5352
52. Cl 0.5148
53. Cl 0.4994
54. Cl 0.4965
55. C -2.0681
56. Cl 0.5056
57. Cl 0.5155
58. Cl 0.5351
59. Cl 0.5184
60. C -2.0237
61. Cl 0.4994
62. Cl 0.4700
63. Cl 0.5343
64. Cl 0.5040
65. C -2.0362
66. Cl 0.5330
67. Cl 0.5488
68. Cl 0.5406
69. Cl 0.4978
70. C -2.0093
71. Cl 0.5094
72. Cl 0.5077
73. Cl 0.5170
74. Cl 0.5130
75. C -2.0257
76. Cl 0.4359
77. Cl 0.5410
78. Cl 0.5304
79. Cl 0.5015
80. C -2.0226
81. Cl 0.4686
82. Cl 0.5425
83. Cl 0.5051
84. Cl 0.5086
85. C -2.0377
86. Cl 0.5310
87. Cl 0.5293
88. Cl 0.4694
89. Cl 0.5264
90. C -2.0394
91. Cl 0.5227
92. Cl 0.5178
93. Cl 0.5374
94. Cl 0.4475
95. C -2.0568
96. Cl 0.5324
97. Cl 0.4846
98. Cl 0.5221
99. Cl 0.5351



Entry 3:
DFT (wB97M-V/def2-TZVPD) results for a structure of composition C23H17Br2Cl2IrN3O3S.

2S+1: 2
E, Eh: -7847.1120
Total charge: +2
Largest force on an atom, hartree/bohr: 0.006
Relative energy (zero: lowest compared OMol25 entry of this formula, charge and spin), kcal/mol: 11.7

```
52
Properties=species:S:1:pos:R:3:forces:R:3
Ir 0.1363 -0.5155 0.2689 0.2 -0.2 0.1
Cl 2.7881 -3.6742 3.0445 0.0 -0.1 0.0
C 2.2235 -2.1121 3.4658 -0.1 0.1 -0.1
C 2.5077 -1.5960 4.7432 0.0 0.0 0.0
C 2.0631 -0.3597 5.1196 0.0 0.0 0.0
Cl 2.4293 0.2462 6.6865 0.0 0.0 0.0
C 1.2928 0.4241 4.2244 0.0 0.0 0.0
C 0.7788 1.7031 4.5138 0.0 0.0 0.0
C 0.0333 2.3727 3.5765 0.0 0.0 0.0
C -0.2115 1.7724 2.3405 -0.1 0.0 0.0
N 0.2683 0.5800 2.0333 0.1 -0.1 -0.1
C 1.0208 -0.1164 2.9496 0.1 -0.1 0.0
C 1.4935 -1.3847 2.5484 0.0 0.0 0.2
O 1.2169 -1.8465 1.3207 -0.1 0.2 -0.2
H 3.0856 -2.1978 5.4309 0.0 0.0 0.0
H 0.9737 2.1444 5.4819 0.0 0.0 0.0
H -0.3777 3.3515 3.7745 0.0 0.0 0.0
H -0.8192 2.2708 1.5974 0.0 0.0 0.0
Br 4.4716 -1.6159 0.6676 0.0 0.1 0.0
C 3.9147 -0.5787 -0.8038 0.0 -0.1 0.0
Br 2.4156 0.6800 -0.4249 0.0 0.0 0.2
H 3.5634 -1.1962 -1.6205 0.0 0.0 0.0
H 4.6925 0.1138 -1.1038 0.0 0.0 0.0
O -2.2747 -1.9924 1.2483 0.1 -0.1 0.1
C -1.3736 -1.4350 0.8702 -0.1 0.2 -0.1
S 0.6265 -1.9726 -1.5329 0.0 0.2 -0.1
C -0.5747 -2.6951 -2.4857 -0.1 0.0 0.1
C -0.0831 -3.4535 -3.5826 0.0 0.0 0.0
C -0.9612 -4.1086 -4.4112 0.0 0.0 0.0
C -2.3325 -4.0378 -4.1640 0.0 0.0 0.0
C -2.8301 -3.3071 -3.0762 0.0 0.0 0.0
C -1.9661 -2.6427 -2.2454 0.0 0.0 0.0
H 0.9843 -3.5077 -3.7522 0.0 0.0 0.0
H -0.5901 -4.6839 -5.2477 0.0 0.0 0.0
H -3.0216 -4.5611 -4.8132 0.0 0.0 0.0
H -3.8951 -3.2782 -2.8922 0.0 0.0 0.0
H -2.3381 -2.0938 -1.3963 -0.1 0.0 0.0
N 0.5728 4.7472 -2.3357 0.1 0.0 0.1
C -0.5553 4.6725 -1.5932 -0.1 0.0 -0.1
O -1.0756 5.5989 -1.0193 0.0 0.0 0.0
C -1.1811 3.3025 -1.4543 0.0 0.0 0.0
C -2.5555 3.1648 -1.6023 0.0 0.0 0.0
C -3.1197 1.9277 -1.3484 0.0 0.0 0.0
C -2.3120 0.8979 -0.9093 0.0 0.0 0.0
N -0.9850 1.0238 -0.7307 -0.1 -0.1 0.0
C -0.4419 2.2196 -1.0237 0.1 0.0 0.0
H 0.9725 5.6629 -2.4771 0.0 0.0 0.0
H 0.8230 4.0224 -2.9855 0.0 0.0 0.0
H -3.1559 4.0186 -1.8886 0.0 0.0 0.0
H -4.1816 1.7575 -1.4543 0.0 0.0 0.0
H -2.7568 -0.0513 -0.6606 0.0 -0.1 0.0
H 0.6211 2.3393 -0.8709 -0.1 0.0 0.0
```
Forces are in eV/Å.

Taken from the Löwdin analysis, the atomic charges in e are:
1. Ir 1.0625
2. Cl 0.7688
3. C -0.5954
4. C -0.0818
5. C -0.5908
6. Cl 0.7779
7. C -0.1483
8. C 0.0357
9. C -0.0014
10. C -0.0794
11. N -0.0789
12. C -0.1503
13. C -0.4028
14. O -0.3561
15. H 0.1236
16. H 0.1127
17. H 0.1273
18. H 0.1164
19. Br 0.7727
20. C -0.9218
21. Br 0.7729
22. H -0.0041
23. H 0.0173
24. O 0.2431
25. C -0.2630
26. S 0.8566
27. C -0.5961
28. C -0.0758
29. C -0.0267
30. C 0.0083
31. C -0.0257
32. C -0.0747
33. H 0.1152
34. H 0.1289
35. H 0.1302
36. H 0.1270
37. H 0.0681
38. N 0.1958
39. C -0.5059
40. O 0.1172
41. C -0.0945
42. C 0.0585
43. C 0.0107
44. C -0.1016
45. N -0.1073
46. C -0.1168
47. H 0.1314
48. H 0.1136
49. H 0.1478
50. H 0.1318
51. H 0.0921
52. H 0.0352



Question: Among the records above, which one has the lowest E?
Answer: C23H17BCl65N2O4P2



Question: Number 2 is which compound?
Answer: C23H17BCl65N2O4P2